No. 1
Entry from the Open Molecules 2025 dataset: a molecular structure, C35H45Br2Cl3FeN6OSi4Te (ωB97M-V with the def2-TZVPD basis set).

Positions of all 98 atoms, in Å:
Fe (2.2257, 1.7729, -0.0709)
C (1.7109, 2.7892, 3.9655)
C (1.5896, 2.5417, 2.4991)
N (2.5732, 2.2206, 1.7305)
N (3.8432, 2.0943, 2.1838)
C (4.6054, 1.6824, 1.1607)
O (4.1858, 1.4923, -0.0199)
C (6.0396, 1.4264, 1.4534)
C (6.8237, 0.8156, 0.4801)
C (8.1592, 0.5468, 0.7329)
C (8.7167, 0.8893, 1.9570)
C (7.9358, 1.4986, 2.9305)
C (6.5986, 1.7637, 2.6828)
C (0.3142, 2.6194, 1.7704)
C (-0.8774, 3.0302, 2.3569)
C (-2.0197, 3.1167, 1.5799)
C (-1.9524, 2.7785, 0.2374)
C (-0.7344, 2.3610, -0.2739)
N (0.3706, 2.2848, 0.4597)
H (2.6706, 2.4090, 4.3062)
H (1.6595, 3.8561, 4.1993)
H (0.9116, 2.2867, 4.5121)
H (6.3642, 0.5428, -0.4599)
H (8.7637, 0.0608, -0.0220)
H (9.7595, 0.6760, 2.1558)
H (8.3697, 1.7616, 3.8868)
H (5.9741, 2.2260, 3.4342)
H (-0.8940, 3.2877, 3.4064)
H (-2.9543, 3.4437, 2.0169)
H (-2.8227, 2.8284, -0.4009)
H (-0.6356, 2.0659, -1.3117)
Br (1.1400, 0.8012, -6.5399)
C (1.4504, 1.0155, -4.6951)
C (1.2484, -0.0415, -3.8282)
C (1.4846, 0.1699, -2.4799)
N (1.8956, 1.3427, -1.9958)
C (2.0920, 2.3623, -2.8472)
C (1.8772, 2.2395, -4.2102)
C (2.5412, 3.6204, -2.1990)
C (2.8871, 4.7619, -2.9051)
C (3.3118, 5.8680, -2.1923)
Br (3.7959, 7.4407, -3.1066)
C (3.3887, 5.8156, -0.8125)
C (3.0250, 4.6346, -0.1902)
N (2.6030, 3.5638, -0.8598)
H (0.9175, -1.0073, -4.1800)
H (1.3404, -0.6197, -1.7540)
H (2.0318, 3.0710, -4.8804)
H (2.8413, 4.7906, -3.9828)
H (3.7291, 6.6621, -0.2352)
H (3.0804, 4.5310, 0.8857)
C (-4.1534, -3.3206, 3.3529)
Si (-3.6594, -4.1347, 1.7354)
C (-2.1519, -5.2067, 2.0121)
C (-5.0795, -5.1894, 1.0946)
Si (-3.2157, -2.4847, 0.1408)
Te (-1.1196, -1.2083, 0.7342)
Si (-3.0124, -3.3053, -2.0438)
C (-2.1045, -2.0502, -3.1029)
C (-4.7460, -3.5741, -2.7232)
C (-2.0877, -4.9332, -2.0639)
Si (-4.8133, -0.7791, 0.2111)
C (-6.5368, -1.5290, 0.2150)
C (-4.6265, 0.3332, -1.2940)
C (-4.5934, 0.2482, 1.7681)
H (-4.2314, -4.0689, 4.1458)
H (-5.1192, -2.8165, 3.2730)
H (-3.4086, -2.5831, 3.6606)
H (-2.3797, -6.0295, 2.6948)
H (-1.3354, -4.6227, 2.4413)
H (-1.7869, -5.6307, 1.0748)
H (-5.3768, -5.9334, 1.8382)
H (-4.7894, -5.7260, 0.1880)
H (-5.9565, -4.5822, 0.8592)
H (-2.6794, -1.1278, -3.2111)
H (-1.9182, -2.4536, -4.1020)
H (-1.1432, -1.7930, -2.6508)
H (-5.2952, -2.6328, -2.8015)
H (-5.3245, -4.2477, -2.0868)
H (-4.6979, -4.0163, -3.7220)
H (-1.0927, -4.8154, -1.6327)
H (-1.9786, -5.3068, -3.0854)
H (-2.6180, -5.6942, -1.4861)
H (-6.6864, -2.1949, -0.6376)
H (-7.2958, -0.7434, 0.1643)
H (-6.7140, -2.1052, 1.1258)
H (-4.9158, -0.1920, -2.2070)
H (-3.5870, 0.6500, -1.4096)
H (-5.2528, 1.2254, -1.2099)
H (-4.6839, -0.3746, 2.6602)
H (-5.3444, 1.0407, 1.8299)
H (-3.6067, 0.7184, 1.7970)
Cl (0.2636, -3.0406, 0.2083)
C (3.6663, -1.8851, 0.3330)
Cl (4.7413, -2.2760, 1.6280)
Cl (3.8426, -2.7724, -1.1516)
C (2.7535, -0.9286, 0.4255)
N (1.8954, -0.0989, 0.4799)

As for the spin multiplicity: 1. Its LUMO energy is -0.9 eV.

No. 2
Entry from the Open Molecules 2025 dataset: a gas-phase ion, C3H2ClN2O2 (charge -1) in a non-equilibrium geometry (ωB97M-V with the def2-TZVPD basis set).

Positions of all 10 atoms, in Å:
C (0.7225, -0.2883, -0.1091)
C (2.1416, -0.4107, 0.2657)
C (0.2359, 2.0493, 0.6097)
N (0.0572, 0.8795, -0.1924)
N (2.9007, 0.4339, -0.4212)
O (2.3390, -1.5088, 0.8551)
O (0.4554, 3.1779, 0.2696)
Cl (4.6385, 0.2878, -0.1566)
H (0.2449, -1.2040, 0.0794)
H (-1.0366, 0.9278, -0.3832)

As for the spin multiplicity: 1. Its LUMO energy (alpha / beta) is 3.5 / 3.1 eV. As for the net charge: -1.

No. 3
Entry from the Open Molecules 2025 dataset: C2H6N2O2 in the gas phase in a non-equilibrium geometry (ωB97M-V with the def2-TZVPD basis set).

Positions of all 12 atoms, in Å:
C (0.1782, -1.0530, 0.4146)
C (-0.7984, -0.0598, -0.0124)
H (1.6055, -0.7281, -0.9245)
H (0.6968, -0.7069, 1.4039)
H (-0.3887, -1.9358, 0.7358)
H (-2.5906, 0.5470, -0.3768)
H (-0.3875, 1.8926, -1.0026)
H (1.4811, 1.3945, 0.8966)
N (-2.0363, -0.2861, -0.2510)
N (-0.1658, 1.2650, -0.1848)
O (1.0920, -1.5016, -0.6137)
O (1.3137, 1.1723, -0.0851)

As for the structure (SMILES): [H]/N=C(/CO)NO. As for the spin multiplicity: 1. Its LUMO energy is 0.6 eV.

No. 4
Entry from the Open Molecules 2025 dataset: C21H30N4O in the gas phase in a non-equilibrium geometry (ωB97M-V with the def2-TZVPD basis set).

Positions of all 56 atoms, in Å:
C (-1.6348, 1.2138, 3.3175)
H (-1.9610, 2.2486, 3.3914)
H (-1.7782, 0.7400, 4.2877)
H (-2.2597, 0.7034, 2.5898)
C (-0.1669, 1.1434, 2.9045)
C (0.7126, 1.7808, 3.9770)
H (0.6387, 1.2288, 4.9130)
H (0.4009, 2.8063, 4.1586)
H (1.7542, 1.7942, 3.6643)
H (-0.0296, 1.6903, 1.9674)
C (0.2558, -0.3096, 2.6718)
C (-0.2459, -0.8993, 1.3879)
N (-1.0005, -0.1467, 0.6041)
C (-1.4222, -0.5518, -0.5877)
N (-2.2160, 0.3311, -1.2808)
C (-2.4351, 1.6447, -0.6974)
H (-3.4890, 1.9072, -0.8315)
C (-1.5276, 2.6829, -1.3902)
N (-0.3865, 2.0108, -1.9803)
C (0.8101, 2.0797, -1.3392)
O (0.9285, 2.7078, -0.3051)
C (2.0051, 1.3809, -1.9829)
C (3.2526, 2.2307, -1.7450)
H (3.3690, 2.4202, -0.6814)
H (3.1625, 3.1878, -2.2537)
H (4.1366, 1.7179, -2.1166)
C (2.1707, 0.0028, -1.3369)
H (2.2597, 0.1142, -0.2585)
H (1.3175, -0.6405, -1.5429)
H (3.0674, -0.4850, -1.7139)
H (1.8549, 1.2751, -3.0605)
C (-0.7551, 1.1259, -3.0648)
H (0.0058, 0.3593, -3.2014)
C (-2.1020, 0.4439, -2.7173)
H (-2.9441, 1.0491, -3.0615)
H (-2.1680, -0.5281, -3.2006)
H (-0.8527, 1.6920, -4.0007)
H (-1.1508, 3.4076, -0.6690)
H (-2.0627, 3.2089, -2.1871)
H (-2.2015, 1.5820, 0.3628)
C (-1.1112, -1.8557, -1.0661)
C (-0.3410, -2.6599, -0.2242)
C (0.1040, -2.1879, 1.0001)
C (0.9445, -3.2175, 1.6924)
H (0.7071, -3.3058, 2.7528)
H (2.0020, -2.9498, 1.6081)
C (0.6328, -4.5083, 0.9144)
H (1.4945, -5.1703, 0.8522)
H (-0.1727, -5.0473, 1.4154)
C (0.1521, -4.0509, -0.4729)
H (-0.6187, -4.6988, -0.8906)
H (0.9788, -4.0193, -1.1890)
C (-1.5265, -2.4168, -2.2835)
N (-1.8232, -2.9531, -3.2573)
H (-0.0836, -0.9351, 3.5038)
H (1.3485, -0.3745, 2.6534)

As for the structure (SMILES): CC(C)Cc1nc(N2CCN(C(=O)C(C)C)CC2)c(C#N)c2c1CCC2. As for the spin multiplicity: 1. Its LUMO energy is 0.5 eV.

Summary of electronic energy in Eh
-10982.9690 -835.6158 -339.7010 -1112.5133
(order as listed above)
Summary of energy relative to the best compared isomer or geometry (same formula, charge and spin) in eV
0.000 3.509 3.584 0.745
(order as listed above)
Summary of M in g/mol
1127.74 133.51 90.08 354.50
(order as listed above)